[1]
The following is a quantum chemistry calculation of a molecular structure, C5H13NO2 at a distorted geometry, from the OMol25 dataset.

```
21
Properties=species:S:1:pos:R:3:mulliken_charge:R:1
H 1.193 0.060 -0.882 0.724
C 1.125 0.016 1.596 0.175
C -2.592 1.493 -0.175 -0.587
H -2.348 0.374 0.210 0.244
O -2.052 -0.895 0.765 -0.922
C 0.178 0.342 -0.490 -0.535
H 2.184 -1.773 1.975 0.259
H -0.309 -0.627 -0.347 0.626
H -3.494 1.718 -0.750 0.365
N 0.448 0.826 0.809 -0.285
H 2.209 -2.110 -2.257 0.156
H -1.572 1.400 -1.112 0.051
H -0.586 0.765 -2.416 0.388
H -2.282 2.337 0.440 0.283
C -0.459 1.258 -1.459 -0.944
C 1.836 -1.131 1.174 -0.472
H -0.098 2.281 -1.530 0.427
H -2.995 -0.959 0.941 0.218
O 1.985 -1.462 -1.582 -0.869
H 1.985 -1.357 0.082 0.316
H 1.096 0.297 2.647 0.380
```

The total energy is -403.13293 a.u. The calculation puts the HOMO energy at -8.299 eV. The calculation puts the HOMO-LUMO gap at 5.350 eV. The value obtained for the energy above the lowest of the compared OMol25 structures with the same formula, charge and spin is 1164.9 kJ/mol. As for the charge: 0.



[2]
The following is a quantum chemistry calculation of a molecular structure, BrZn2, from the OMol25 dataset.

```
3
Properties=species:S:1:pos:R:3:mulliken_charge:R:1
Br 0.001 -0.412 0.197 0.524
Zn 2.215 0.275 0.462 1.187
Zn -2.215 0.138 -0.658 1.289
```

The total energy is -6131.20864 a.u. The calculation puts the HOMO energy at -26.623 eV. The calculation puts the HOMO-LUMO gap at 8.041 eV. The value obtained for the energy above the lowest of the compared OMol25 structures with the same formula, charge and spin is 10.7 kJ/mol. As for the charge: +3.



[3]
The following is a quantum chemistry calculation of a molecular structure, C26H37Cl3N4O5S5Ti, from the OMol25 dataset.

```
81
Properties=species:S:1:pos:R:3:mulliken_charge:R:1
H -0.105 -1.549 -4.098 0.416
C -1.902 3.557 0.424 -0.941
H -3.077 -2.527 0.058 0.274
H 3.627 -1.173 1.683 0.355
H 5.681 -0.348 -1.350 0.431
H 2.593 -3.821 -0.090 0.327
C 1.053 2.806 2.686 -1.189
C 4.114 -1.476 -0.416 0.864
H -0.499 1.678 1.770 0.406
C -0.078 2.665 1.905 0.431
C 0.263 -4.985 -2.669 -0.788
S -1.990 -1.873 -1.877 0.212
C -1.506 3.421 -1.041 -1.747
S -0.227 -1.340 2.136 1.278
S -0.653 -4.386 -0.063 0.074
C 1.249 1.116 -1.196 -0.114
C -5.050 4.092 1.809 0.612
C 1.584 4.076 2.868 -0.033
S 0.803 -3.261 -2.821 0.041
N 2.140 -2.918 -0.004 -0.437
C 4.006 -0.610 0.828 -1.329
H -0.294 -3.080 -4.953 0.496
C 0.225 -5.457 -1.222 -0.902
C -0.698 3.764 1.311 0.460
C -0.134 5.021 1.517 0.527
H -0.198 -6.461 -1.168 0.578
C -2.358 -4.412 -0.704 -0.855
H -2.555 4.317 3.982 0.461
C 5.010 -2.689 -0.143 -1.878
Cl -0.855 6.419 0.770 -0.210
N 0.178 0.245 -1.211 0.850
H 1.236 -5.529 -0.818 0.380
O -2.625 2.383 0.725 -0.130
C -0.901 1.018 -1.217 -0.322
O -1.209 -1.585 0.934 -0.500
N -0.573 2.315 -1.226 0.280
H 0.937 -5.614 -3.249 0.614
H 4.689 -3.251 0.736 0.363
C 0.797 2.396 -1.214 -0.734
H 2.260 0.756 -1.154 -0.178
H 1.502 1.939 3.149 0.570
H -2.494 -2.181 -4.198 0.570
N 2.752 -1.931 -0.855 0.435
H 4.761 -1.333 -2.484 0.434
C -3.923 3.605 2.400 -0.087
C -3.243 2.332 2.020 -0.829
H 4.080 0.175 -1.859 0.272
Cl -5.955 3.337 0.554 -0.219
H 1.425 6.172 2.443 0.501
H -3.963 -3.120 -1.350 0.656
H 1.320 3.337 -1.199 0.436
H -2.964 -4.953 0.022 0.586
H 2.872 -2.369 -1.762 0.345
C 4.679 -0.698 -1.597 -1.496
O 0.092 -2.577 2.789 -0.646
Ti 0.263 -1.817 -0.404 0.221
H -2.553 4.436 0.484 0.946
H -4.083 6.455 4.186 0.449
C 1.003 5.189 2.292 -0.579
H -2.173 -3.709 -3.396 0.453
Cl 3.005 4.284 3.834 -0.216
H 5.049 -3.362 -1.004 0.379
H 2.223 -2.589 0.960 0.204
C -3.440 4.509 3.390 -0.630
H -2.497 2.070 2.774 0.288
H -3.949 1.506 1.946 0.679
O -0.709 -0.261 2.937 -0.623
H 4.999 -0.244 1.090 0.591
H -2.356 -4.996 -1.623 0.416
H -0.724 -5.072 -3.120 0.333
C -2.974 -3.032 -0.900 -0.855
S -5.530 5.609 2.425 -0.170
H -1.022 4.336 -1.377 0.419
O 0.958 -0.918 1.250 -0.384
H 3.342 0.241 0.684 0.140
C -1.832 -2.679 -3.490 -0.995
C -4.212 5.624 3.512 -0.473
H -2.390 3.245 -1.650 0.450
C -0.405 -2.593 -3.985 -0.896
H 6.028 -2.352 0.053 0.498
H -1.922 0.686 -1.181 0.381
```

The total energy is -5829.09720 a.u. The multiplicity is 2. The calculation puts the HOMO energy (spin up / spin down) at -10.513 / -10.513 eV. The calculation puts the HOMO-LUMO gap (spin up / spin down) at 8.098 / 8.104 eV. The value obtained for the energy above the lowest of the compared OMol25 structures with the same formula, charge and spin is 73.0 kJ/mol. As for the charge: +1.



[4]
The following is a quantum chemistry calculation of 6 unconnected molecules or ions with the total composition C29H58ClN5O7, from the OMol25 dataset.

```
100
Properties=species:S:1:pos:R:3:mulliken_charge:R:1
C -1.507 2.010 -1.792 -0.245
H 0.059 -0.025 -1.009 0.376
O -0.819 -5.091 -0.816 -0.497
C -2.123 -8.401 -0.166 -0.923
H 7.488 -3.592 -2.017 0.277
C -0.973 -6.152 -0.227 0.782
H -1.432 5.021 7.953 0.245
C -0.182 -1.467 -6.221 -1.179
O 4.749 1.542 4.758 -0.683
H -0.742 4.363 3.955 0.284
H -0.070 1.761 -4.936 0.274
H -2.186 5.295 4.343 0.506
C -1.559 4.462 4.661 -1.395
H 0.385 -7.343 0.942 0.402
C -1.564 -2.657 -4.373 -0.757
O 0.211 4.763 6.247 -0.679
C 3.563 1.259 4.808 0.477
H 0.863 -1.353 -6.531 0.383
C 0.318 -2.017 -0.338 1.080
H 2.517 -0.570 4.338 0.375
H -1.858 -9.180 -0.882 0.291
C -2.244 -2.360 -1.880 -2.004
H -1.658 -0.029 -5.478 0.228
C 7.477 -2.548 -1.697 -0.833
O 4.296 -0.833 -1.852 -0.628
C -1.793 -0.957 -1.515 0.589
C -3.489 5.126 -0.170 -1.353
C -1.010 2.640 -0.908 0.108
H -2.266 -6.825 -1.579 0.231
N 2.758 1.807 5.755 -0.126
H 0.379 -5.613 1.315 0.240
H -3.667 4.651 5.996 0.312
N 6.243 -1.914 -2.119 -0.153
H -4.558 5.333 -0.224 0.446
H -2.185 -1.769 -4.431 0.347
H -0.902 -0.393 0.376 0.485
N -1.815 -7.096 -0.720 -0.186
C -0.247 -6.462 1.060 -1.460
H -3.731 5.776 7.359 0.279
H -2.029 -3.438 -4.976 0.465
O -1.575 -0.150 -2.722 -0.113
H 3.238 2.442 6.373 0.222
H 4.667 -0.824 0.618 0.161
H 1.161 1.197 6.960 0.272
H -0.766 0.454 -6.899 0.417
N -2.834 7.434 0.365 -0.174
H 6.422 -0.780 0.403 0.457
H -0.720 -1.906 -7.063 0.365
H 2.142 0.792 3.257 0.364
N -1.873 4.862 7.062 -0.173
H -0.198 -2.966 -0.296 -0.159
C -0.990 4.706 6.037 0.734
C -2.790 6.124 0.719 0.791
H 0.553 0.324 -4.164 0.062
H 2.393 -1.613 -0.784 0.379
H 3.700 -0.035 3.137 0.171
Cl 0.991 -1.807 1.368 -0.256
H -4.231 8.754 -0.461 0.279
H 1.775 -3.080 -1.554 0.270
H 1.347 -1.469 -2.167 -0.096
H -3.192 -8.473 0.041 0.295
H 1.277 0.861 -5.696 0.485
C -0.572 -0.800 -0.576 -1.585
H -2.146 3.542 4.652 0.431
C 1.533 -2.056 -1.269 -0.999
H -2.746 8.549 -1.402 0.281
H 7.581 -2.512 -0.619 0.321
H -3.255 -2.266 -2.290 0.503
C -1.433 -3.150 -2.904 0.108
H 0.208 -3.389 -5.279 0.467
H -1.576 -8.570 0.754 0.360
H 0.505 -1.989 -4.272 -0.015
C -3.322 4.827 7.009 -0.815
C -0.669 -0.045 -5.931 -0.226
H 5.575 -2.340 0.534 0.373
H -0.380 -3.247 -2.658 0.078
H -0.506 3.189 -0.142 0.502
H 0.809 2.547 5.868 0.025
H -1.830 -4.161 -2.879 0.205
H -2.359 -2.911 -0.945 0.481
H 6.034 -1.885 -3.105 0.246
C 2.931 0.299 3.826 -0.859
H -3.700 4.031 7.653 0.276
H -3.970 7.273 -1.392 0.335
C 1.338 1.597 5.960 -0.502
C 5.289 -1.329 -1.346 0.725
C -0.182 -2.405 -5.011 -0.206
O -2.198 5.766 1.727 -0.625
C -2.200 1.043 -2.627 0.085
H -3.347 4.139 0.259 0.243
C 0.349 0.773 -5.135 -1.036
H -2.636 -0.490 -1.000 0.718
H 0.941 0.899 5.230 0.288
H 8.330 -2.040 -2.150 0.289
C 5.510 -1.321 0.149 -1.212
H -2.345 8.040 1.004 0.238
H -3.062 5.134 -1.173 0.392
C -3.483 8.030 -0.788 -0.852
H -0.956 -6.632 1.871 0.393
O -3.256 1.288 -3.147 -0.564
```

Its SMILES is C#CC(=O)O[C@@H](CCCCCCC)C[C@@H](C)Cl.CNC(C)=O.CNC(C)=O.CNC(C)=O.CNC(C)=O.CNC(C)=O. The total energy is -2400.42958 a.u. The calculation puts the HOMO energy at -8.821 eV. The calculation puts the HOMO-LUMO gap at 9.381 eV. As for the charge: 0.